This record from OMol25 describes one molecule with the formula C3H8P2 in a non-equilibrium geometry. The level of theory is wB97M-V/def2-TZVPD.

The geometry in ORCA input format:
```
! RIJCOSX wB97M-V def2-TZVPD def2/J DEFGRID3
* xyz 0 1
C -1.421 -0.165 1.464
C 1.293 -0.034 -1.654
C 0.469 0.407 -0.336
P -2.781 -0.788 2.202
P -1.220 -0.293 -0.312
H -0.647 0.457 2.008
H 0.972 -1.097 -1.605
H 0.870 0.322 -2.714
H 2.395 0.032 -1.597
H 0.342 1.530 -0.290
H 1.091 0.224 0.601
H -2.431 -0.323 3.487
H -1.018 -1.787 -0.119
*
```

## Properties
energy above the lowest of the compared OMol25 structures with the same formula, charge and spin: 105.9 kJ/mol
frontier orbital gap: 8.7 eV
highest occupied orbital energy: -8.63 eV
SMILES: [H]/P=C/PCC
E: -801.71102 a.u.
largest force on an atom: 0.05525 Eh/bohr